Run P
This record from the Open Molecules 2025 dataset describes a 2-piece molecular cluster, C5H8O4 overall. The level of theory is ωB97M-V/def2-TZVPD.

Cartesian coordinates (Å):
C: -0.367 1.954 -0.575
C: -0.129 0.399 -0.827
C: -1.842 2.255 -0.995
O: -2.226 3.422 -0.978
O: -2.584 1.296 -0.986
H: -0.213 2.168 0.434
H: 0.525 2.593 -0.897
H: -0.640 -0.002 -1.708
H: -0.467 -0.075 0.039
H: 1.068 0.508 -0.929
C: 1.138 -1.768 1.702
C: 0.864 -2.450 0.221
O: 1.705 -2.372 -0.699
O: -0.231 -3.034 0.235
H: 0.878 -2.499 2.485
H: 0.365 -0.885 1.742
H: 2.155 -1.510 1.736

The spin multiplicity is 2. As for the net charge: -1. The highest occupied orbital energy (spin up / spin down) comes out at -3.630 / -3.569 eV. Its expectation value of S² is 0.7557.

These are the natural (NBO) partial charges, in e, on atoms 1 to 8: C -0.514; C -0.607; C 0.747; O -0.783; O -0.770; H 0.188; H 0.175; H 0.230

Run Q
This record from the Open Molecules 2025 dataset describes a 2-piece molecular cluster, C5H8O4 overall. The level of theory is ωB97M-V/def2-TZVPD.

Cartesian coordinates (Å):
C: -1.230 -0.471 -1.319
C: -0.600 -0.799 -2.684
O: -1.157 -0.381 -3.718
O: 0.248 -1.735 -2.647
H: -2.220 -0.009 -1.400
H: -0.836 0.542 -1.138
H: -1.098 -1.179 -0.528
C: 0.429 0.332 0.870
C: 1.906 0.629 1.265
C: -0.781 0.118 1.915
O: -0.294 -0.231 3.006
O: -1.861 0.535 1.560
H: 0.137 1.152 0.239
H: 0.545 -0.640 0.410
H: 2.340 1.358 0.599
H: 2.452 -0.309 1.320
H: 2.020 1.087 2.251

The spin multiplicity is 2. As for the net charge: -1. The highest occupied orbital energy (spin up / spin down) comes out at -4.091 / -3.959 eV. Its expectation value of S² is 0.7562.

These are the natural (NBO) partial charges, in e, on atoms 1 to 8: C -0.723; C 0.738; O -0.770; O -0.789; H 0.219; H 0.199; H 0.194; C -0.379

Which of them is the most stable? Correct choice: run Q.